[1]
{"formula": "C2H7N", "method": "ωB97M-V/def2-TZVPD", "symbols": ["C", "C", "H", "H", "H", "H", "H", "H", "H", "N"], "coordinates": [[0.787593, -0.248185, -0.796872], [-0.390590, -0.441338, 0.149170], [0.752580, -1.046513, -1.587921], [0.649783, 0.865701, -1.204235], [1.704150, -0.254113, -0.250298], [-1.304057, -0.503724, -0.543221], [-0.366290, -1.404494, 0.725048], [0.188778, 1.252580, 1.231748], [-1.380585, 0.927997, 1.492423], [-0.641362, 0.852088, 0.784159]], "atomic_forces_ev_per_a": [[-1.239, 1.437, -1.080], [-2.197, 0.290, -1.694], [0.368, 1.030, 0.605], [0.389, -2.620, 0.361], [0.879, -0.202, 0.208], [1.087, -0.535, 0.907], [0.234, 1.019, 0.023], [-0.214, -0.369, -0.248], [0.294, -0.596, -0.575], [0.401, 0.545, 1.493]], "mulliken_charge": [-0.97, -0.23, 0.30, 0.27, 0.30, 0.22, 0.27, 0.19, 0.20, -0.54], "mol_weight_g_mol": 45.1, "e_tot_ha": -135.126013, "e_homo_ha": -0.338, "e_above_lowest_ev": 0.5163}

---

[2]
{"formula": "C2H7N", "method": "ωB97M-V/def2-TZVPD", "symbols": ["C", "C", "H", "H", "H", "H", "H", "H", "H", "N"], "coordinates": [[-1.052891, -0.263419, -0.040519], [0.150522, 0.512407, 0.032658], [-2.077358, 0.192496, 0.061913], [-1.024170, -0.784624, -1.092271], [-0.964281, -1.182915, 0.666698], [0.019989, 1.153036, -0.858110], [0.122162, 1.240010, 0.888188], [1.465918, -0.706961, 0.880582], [2.082970, 0.219302, -0.392869], [1.277139, -0.379328, -0.146269]], "atomic_forces_ev_per_a": [[-2.868, -4.786, -0.839], [-0.134, 3.051, -0.856], [1.298, -0.081, 0.135], [-0.321, 0.871, 1.836], [-0.503, 1.483, -0.827], [0.853, 0.201, 0.220], [0.553, -0.776, -0.293], [0.024, 0.376, -2.562], [-0.311, -0.667, 0.286], [1.409, 0.327, 2.900]], "mulliken_charge": [-0.91, -0.28, 0.31, 0.23, 0.22, 0.26, 0.28, 0.26, 0.25, -0.62], "mol_weight_g_mol": 45.1, "e_tot_ha": -135.117283, "e_homo_ha": -0.362, "e_above_lowest_ev": 0.7539}

---

[3]
{"formula": "C2H7N2", "method": "ωB97M-V/def2-TZVPD", "symbols": ["C", "C", "N", "N", "H", "H", "H", "H", "H", "H", "H"], "coordinates": [[-0.025649, -0.023777, -0.216769], [1.259105, 0.054531, 0.166102], [2.530958, -0.513172, -0.216073], [-2.830181, 0.471303, 0.307081], [-0.433621, -0.807498, -1.019575], [1.498164, 0.302250, 1.222312], [3.333679, 0.086022, -0.053358], [2.698220, -1.366238, -0.760702], [-3.214794, 1.216924, 0.819534], [-1.771748, 0.234756, 0.453340], [-3.044136, 0.344895, -0.701896]], "atomic_forces_ev_per_a": [[2.702, -1.965, -4.355], [1.346, -1.796, 2.878], [-1.994, 0.552, -0.519], [2.740, -2.911, -1.504], [-0.369, 1.558, 2.377], [-1.018, 1.120, -0.461], [-0.250, -0.224, 0.100], [-0.699, 0.956, -0.294], [-0.197, 1.366, 0.275], [-2.230, 0.547, 0.314], [-0.032, 0.796, 1.188]], "mulliken_charge": [-0.15, 0.04, -0.37, -0.48, 0.36, 0.27, 0.27, 0.25, 0.27, 0.25, 0.28], "mol_weight_g_mol": 59.1, "e_tot_ha": -189.405061, "e_homo_ha": -0.532, "total_charge": 1, "e_above_lowest_ev": 7.4916}